No. 1
Molecular formula: C27H65ClN6NbO8
Method: DFT, ωB97M-V/def2-TZVPD

The net charge is -1.

Geometry (Å):
C (-8.3294, 4.9327, -1.6389)
C (-8.2077, 3.4808, -1.2217)
O (-8.0914, 3.4303, 0.1873)
C (-7.6551, 2.1812, 0.6801)
C (-6.9859, 2.3904, 2.0429)
C (-5.6310, 3.0982, 1.9054)
C (-4.5273, 2.1616, 1.4026)
C (-3.3839, 2.8019, 0.6063)
Nb (-3.5715, 3.8783, -1.3802)
O (-1.6526, 3.6170, -1.8164)
Cl (-4.2272, 1.8625, -2.6635)
C (-3.0936, 5.7623, -0.3302)
C (-4.1210, 6.2829, 0.6837)
H (-9.0010, 5.4672, -0.9590)
H (-7.3487, 5.4139, -1.6150)
H (-8.7177, 5.0057, -2.6595)
H (-9.0894, 2.9014, -1.5486)
H (-7.3179, 3.0281, -1.6797)
H (-6.9452, 1.7312, -0.0283)
H (-8.5227, 1.5037, 0.7664)
H (-7.6709, 2.9514, 2.6904)
H (-6.8203, 1.4050, 2.5045)
H (-5.7409, 3.9631, 1.2467)
H (-5.3364, 3.4814, 2.8905)
H (-4.9613, 1.3510, 0.7962)
H (-4.0814, 1.6586, 2.2757)
H (-2.8099, 3.4454, 1.2867)
H (-2.7098, 1.9847, 0.2812)
H (-3.9242, 5.0145, -2.8079)
H (-5.3478, 4.0876, -1.0694)
H (-1.3898, 2.7014, -1.9666)
H (-2.1106, 5.6121, 0.1392)
H (-2.9676, 6.5190, -1.1155)
H (-3.9053, 7.3206, 0.9799)
H (-4.1182, 5.6795, 1.5950)
H (-5.1381, 6.2520, 0.2817)
C (2.1181, 2.9802, -2.1170)
C (1.7288, 1.5256, -2.0049)
O (0.8757, 1.0172, -2.7195)
N (2.3607, 0.7679, -1.0748)
C (3.4019, 1.1399, -0.1483)
H (1.5094, 3.4412, -2.8885)
H (1.9305, 3.5011, -1.1775)
H (3.1746, 3.0844, -2.3702)
H (2.0433, -0.1896, -1.0436)
H (4.3063, 0.5497, -0.3110)
H (3.0869, 0.9825, 0.8849)
H (3.6475, 2.1913, -0.2727)
C (-1.5177, 2.7497, 4.3206)
C (-1.9417, 4.1947, 4.1539)
O (-2.8876, 4.4977, 3.4596)
N (-1.2144, 5.1530, 4.8075)
C (-0.0665, 4.9688, 5.6600)
H (-2.1971, 2.1360, 3.7343)
H (-0.4975, 2.5952, 3.9645)
H (-1.5656, 2.4401, 5.3663)
H (-1.5481, 6.0892, 4.6419)
H (-0.2494, 5.3418, 6.6711)
H (0.8152, 5.4810, 5.2664)
H (0.1667, 3.9105, 5.7316)
C (4.5912, -3.0291, -2.1328)
C (3.2535, -2.3779, -1.8692)
O (2.8848, -2.1297, -0.7247)
N (2.4711, -2.0772, -2.9287)
C (2.7495, -2.2840, -4.3335)
H (5.0833, -3.1952, -1.1791)
H (4.4575, -3.9913, -2.6308)
H (5.2304, -2.4028, -2.7553)
H (1.5987, -1.6223, -2.6920)
H (2.7620, -1.3350, -4.8703)
H (1.9955, -2.9249, -4.7920)
H (3.7186, -2.7593, -4.4532)
C (-2.7672, -2.6507, 3.4826)
C (-2.7466, -1.3455, 2.7142)
O (-3.1119, -0.2949, 3.2044)
N (-2.3047, -1.3765, 1.4274)
C (-1.8318, -2.5057, 0.6632)
H (-3.1475, -2.4372, 4.4768)
H (-3.4143, -3.3839, 2.9997)
H (-1.7668, -3.0786, 3.5624)
H (-2.3339, -0.4728, 0.9760)
H (-0.8018, -2.3572, 0.3300)
H (-2.4513, -2.6748, -0.2199)
H (-1.8632, -3.4042, 1.2741)
C (5.2036, -7.8158, 0.7111)
C (4.9906, -6.5853, -0.1427)
O (5.8868, -6.1257, -0.8366)
N (3.7686, -6.0044, -0.1103)
C (2.5987, -6.3985, 0.6447)
H (6.2276, -8.1455, 0.5668)
H (5.0426, -7.5958, 1.7670)
H (4.5234, -8.6184, 0.4239)
H (3.6937, -5.1888, -0.6978)
H (1.7617, -6.6254, -0.0172)
H (2.2871, -5.6034, 1.3232)
H (2.8180, -7.2849, 1.2320)
C (10.3569, -4.3859, -3.8960)
C (10.4663, -5.8967, -3.9131)
O (11.2086, -6.4735, -4.6905)
N (9.7022, -6.5827, -3.0273)
C (8.7712, -6.0664, -2.0400)
H (11.0259, -3.9994, -4.6583)
H (9.3383, -4.0614, -4.1112)
H (10.6424, -3.9795, -2.9252)
H (9.8180, -7.5818, -3.0889)
H (9.0792, -6.3562, -1.0339)
H (7.7607, -6.4397, -2.2001)
H (8.7451, -4.9825, -2.0857)

Löwdin atomic charge list, values in e, 4 entries: number 1, C, carries -0.09; number 2, C, carries -0.31; number 3, O, carries -0.17; number 4, C, carries -0.24

---

No. 2
Molecular formula: C3HO4
Method: DFT, ωB97M-V/def2-TZVPD

The value obtained for the energy relative to the best compared isomer or geometry (same formula, charge and spin) is 35.3 kcal/mol. The net charge is -1.

Geometry (Å):
C (-0.7913, 0.7677, -2.0071)
C (0.6159, 0.1481, 1.7036)
C (0.3692, -0.9150, 0.9480)
O (-0.1805, -0.8457, -0.1596)
O (-1.8561, 0.9835, -1.6393)
O (1.4332, 0.9609, 2.1046)
O (0.2225, 0.7569, -2.5065)
H (0.1871, -1.8564, 1.5563)

Löwdin atomic charge list, values in e, 4 entries: number 1, C, carries -0.51; number 2, C, carries -0.26; number 3, C, carries -0.47; number 4, O, carries -0.17

---

No. 3
Molecular formula: C4H12N2O
Method: DFT, ωB97M-V/def2-TZVPD

The value obtained for the energy relative to the best compared isomer or geometry (same formula, charge and spin) is 46.6 kcal/mol. The structure (SMILES) is NCNCCCO.

Geometry (Å):
N (-0.3446, -0.0858, 2.8411)
C (-0.7232, -0.7891, 1.6084)
N (0.2722, -0.5536, 0.5573)
C (-0.1421, -0.9387, -0.7671)
C (-0.4871, 0.3246, -1.6589)
C (0.4004, 1.5424, -1.4018)
O (1.8326, 1.3534, -1.3284)
H (0.1769, -0.7191, 3.4448)
H (0.3468, 0.6543, 2.6789)
H (-1.6977, -0.4665, 1.2526)
H (-0.7416, -1.8357, 1.9038)
H (1.1713, -0.9331, 0.8351)
H (-0.9769, -1.6348, -0.8166)
H (0.7589, -1.2868, -1.2990)
H (-1.4756, 0.6340, -1.2810)
H (-0.6561, 0.1654, -2.7242)
H (0.1362, 1.8978, -0.4047)
H (0.2049, 2.2937, -2.1644)
H (1.9448, 0.3778, -1.2761)

Löwdin atomic charge list, values in e, 4 entries: number 1, N, carries -0.01; number 2, C, carries -0.30; number 3, N, carries -0.08; number 4, C, carries -0.23

---

Number 1: LUMO energy 1.50 eV, frontier orbital gap 0.2097 Ha. Number 2: LUMO energy 3.71 eV, frontier orbital gap 0.2039 Ha. Number 3: LUMO energy 0.84 eV, frontier orbital gap 0.3588 Ha.